Molecular formula: C6H4AuN5O5
Method: DFT, ωB97M-V with the def2-TZVPD basis set

Summary:
- LUMO energy (spin up / spin down) (eV) = -11.12 / -11.35
- ⟨S²⟩ = 2.02
- frontier orbital gap (spin up / spin down) (eV) = 6.082 / 6.410
- relative energy (zero: lowest compared OMol25 entry of this formula, charge and spin) (kcal/mol) = 23.33
- calculated total energy (Eh) = -1015.71811

Structure (ORCA input):
```
! wB97M-V def2-TZVPD RIJCOSX def2/J DEFGRID3
* xyz 2 3
O 3.59272 -3.73959 -2.45975
C 2.90613 -2.82570 -2.48986
Au -0.19883 0.25448 -0.06196
C -1.43379 2.49126 0.06839
O -1.87579 3.52794 0.24263
C -2.45179 0.41496 -1.04157
O -3.13527 1.41839 -0.77187
C -2.71299 -0.65585 -1.82874
O -2.62667 -1.64599 -2.47210
C 1.55239 1.00345 0.70970
O 1.79580 2.13452 1.03157
H 2.24184 0.12906 0.66602
N 1.37884 -0.41757 5.07015
N 0.98942 -0.88189 3.82605
N 0.08271 -1.89109 3.70652
C -0.32262 -1.72167 2.44015
N 0.25233 -0.64941 1.86623
N 1.07352 -0.08473 2.76248
H 2.23105 0.12272 4.98385
H 1.42714 -1.19155 5.71859
H -1.03115 -2.38178 1.95691
*
```